Record 1
Here is a 6-piece molecular cluster, C9H30O6 overall at a distorted geometry from the Open Molecules 2025 dataset. Energies are from ωB97M-V/def2-TZVPD.

Summary:
LUMO: 0.4 eV
Energy above the lowest of the compared OMol25 structures with the same formula, charge and spin: 155.9 kJ/mol
E: -22103.3260 eV
SMILES string: CC(C)O.CC(C)O.CC(C)O.O.O.O
HOMO: -0.36699 hartree
Gap between HOMO and LUMO: 10.404 eV

```
45
Properties=species:S:1:pos:R:3:forces:R:3:lowdin_charge:R:1
C 0.784 -3.661 2.307 0.345 0.930 -0.196 -0.071
C 2.168 -3.990 1.751 -0.198 -3.687 0.082 -0.425
C 2.744 -5.116 2.661 0.841 1.907 0.858 -0.082
O 2.132 -4.725 0.486 -0.511 1.415 -0.355 -0.089
H 0.227 -3.017 1.626 -0.186 -0.178 -0.023 0.078
H 0.880 -3.119 3.247 0.180 0.200 0.026 0.077
H 0.220 -4.551 2.588 0.004 -0.155 -0.469 0.078
H 2.849 -3.155 1.589 -0.230 -0.018 0.186 0.138
H 3.736 -5.422 2.326 -0.168 -0.140 -0.134 0.077
H 2.076 -5.971 2.769 -0.077 0.104 -0.290 0.078
H 2.875 -4.673 3.648 0.073 -0.273 0.404 0.071
H 1.581 -5.494 0.650 -0.073 -0.099 -0.096 0.070
C 2.826 -0.632 -6.076 0.855 -0.614 0.032 -0.063
C 3.569 0.419 -5.255 -0.778 -0.064 -0.427 -0.498
C 3.038 1.825 -5.467 -0.153 0.045 0.085 -0.065
O 3.389 0.153 -3.865 0.247 0.452 0.258 -0.056
H 3.156 -1.621 -5.758 -0.038 -0.203 0.463 0.070
H 3.177 -0.673 -7.108 -0.476 0.604 -0.264 0.079
H 1.742 -0.617 -5.964 0.055 0.324 -0.202 0.086
H 4.617 0.443 -5.554 0.314 -0.419 0.266 0.128
H 3.019 2.157 -6.505 0.024 -0.350 -0.138 0.080
H 3.665 2.546 -4.943 -0.179 -0.027 0.257 0.077
H 2.021 1.828 -5.076 -0.017 0.349 0.032 0.083
H 3.350 -0.786 -3.668 0.139 -0.102 -0.341 0.081
C -5.564 0.195 3.395 -0.407 -0.672 -0.022 -0.060
C -6.130 -0.247 2.045 -0.131 0.755 -0.329 -0.473
C -7.661 -0.244 2.047 -0.319 -0.247 0.642 -0.061
O -5.644 0.662 1.037 -0.454 -0.002 0.235 -0.063
H -5.631 -0.632 4.100 0.056 -0.002 0.142 0.079
H -6.137 1.026 3.807 0.157 0.136 -0.119 0.081
H -4.513 0.462 3.288 0.037 0.056 0.131 0.075
H -5.727 -1.216 1.755 -0.225 -0.369 0.289 0.128
H -8.163 -0.399 1.091 0.426 0.118 -0.148 0.078
H -8.090 0.630 2.536 0.357 0.579 -0.428 0.074
H -8.063 -1.004 2.717 0.359 -0.572 -0.057 0.074
H -4.744 0.846 1.315 0.151 0.223 -0.345 0.068
O 2.750 8.008 -0.998 0.116 0.135 -0.173 -0.054
H 3.017 7.183 -0.593 0.094 -0.218 0.098 0.027
H 1.931 8.237 -0.559 -0.212 0.078 0.089 0.027
O 2.209 5.838 3.476 -0.072 -0.064 -0.244 -0.055
H 2.747 5.296 4.054 0.143 -0.169 0.122 0.028
H 2.051 6.638 3.977 -0.070 0.226 0.096 0.028
O 0.119 2.141 0.369 -0.236 -0.055 0.043 -0.054
H 0.780 1.582 -0.040 0.143 -0.165 -0.162 0.028
H 0.620 2.850 0.773 0.091 0.224 0.122 0.026
```
Forces are in eV/Å.



Record 2
Here is an isolated ion of composition C24H27N6OS and charge +1 at a distorted geometry from the Open Molecules 2025 dataset. Energies are from ωB97M-V/def2-TZVPD.

Summary:
LUMO: -2.6 eV
Energy above the lowest of the compared OMol25 structures with the same formula, charge and spin: 30.6 kJ/mol
E: -47142.5456 eV
SMILES string: Oc1ccc(N2CC[NH+]([C@@H](c3cccs3)c3nnnn3CCc3ccccc3)CC2)cc1
HOMO: -0.38414 hartree
Gap between HOMO and LUMO: 7.834 eV
Net charge: +1

```
59
Properties=species:S:1:pos:R:3:forces:R:3:lowdin_charge:R:1
O 9.266 0.303 0.976 0.285 0.007 0.086 0.071
C 7.938 0.245 0.729 -0.398 0.031 -0.251 -0.321
C 7.389 0.556 -0.508 0.230 0.000 0.155 -0.012
C 6.022 0.474 -0.711 -0.205 -0.084 0.114 -0.023
C 5.179 0.094 0.324 0.236 0.015 -0.027 -0.242
N 3.768 0.034 0.188 -0.214 0.046 -0.017 -0.121
C 3.141 -1.252 0.382 -0.182 0.096 0.103 -0.127
C 1.687 -1.029 0.793 0.594 -0.657 0.467 -0.081
N 0.991 -0.271 -0.274 -0.161 -0.176 -0.242 -0.064
C -0.492 -0.166 -0.009 -0.452 0.228 -0.041 -0.194
C -1.152 0.924 -0.791 -0.170 0.468 0.202 -0.535
C -1.460 0.935 -2.124 0.115 -0.086 0.405 -0.112
C -2.109 2.122 -2.516 -0.041 0.172 -0.027 -0.149
C -2.285 2.990 -1.485 0.090 -0.028 0.291 -0.367
S -1.661 2.389 -0.008 0.125 -0.443 -0.528 1.068
C -1.051 -1.483 -0.427 -0.396 -0.768 -0.035 -0.269
N -0.384 -2.315 -1.204 0.377 1.106 0.451 0.077
N -1.189 -3.348 -1.414 0.363 -0.895 -0.717 -0.003
N -2.290 -3.192 -0.822 -1.355 -0.341 0.401 0.081
N -2.263 -2.024 -0.175 1.764 0.379 -0.301 -0.044
C -3.391 -1.507 0.548 -0.804 0.238 -0.009 -0.096
C -4.356 -0.767 -0.390 0.002 0.016 0.244 -0.116
C -5.476 -0.166 0.417 0.032 -0.029 -0.128 -0.245
C -5.329 1.091 0.989 -0.002 -0.014 -0.001 -0.049
C -6.343 1.637 1.755 0.014 0.053 0.059 -0.074
C -7.514 0.926 1.960 -0.051 0.021 0.031 -0.078
C -7.666 -0.329 1.396 -0.059 -0.029 0.046 -0.069
C -6.650 -0.874 0.630 0.042 0.035 -0.004 -0.038
C 1.681 1.016 -0.503 0.545 0.700 -0.391 -0.079
C 3.139 0.754 -0.888 -0.150 0.003 0.291 -0.146
C 5.733 -0.208 1.567 0.078 0.030 -0.171 -0.018
C 7.093 -0.141 1.768 0.265 -0.006 -0.096 0.004
H 9.750 0.579 0.188 -0.097 -0.034 0.086 0.115
H 8.031 0.857 -1.324 0.066 0.027 -0.070 0.118
H 5.629 0.707 -1.689 -0.063 0.016 -0.110 0.108
H 3.660 -1.797 1.169 -0.129 -0.035 -0.049 0.133
H 3.167 -1.870 -0.534 0.036 -0.029 0.049 0.145
H 1.185 -1.986 0.939 -0.091 0.121 -0.091 0.137
H 1.648 -0.441 1.712 -0.081 0.037 -0.114 0.149
H 1.058 -0.857 -1.128 -0.007 0.088 0.119 0.161
H -0.633 0.019 1.062 0.160 -0.106 -0.090 0.160
H -1.242 0.125 -2.799 0.032 -0.226 -0.102 0.128
H -2.438 2.319 -3.519 -0.078 0.071 -0.185 0.115
H -2.752 3.954 -1.501 -0.125 0.215 -0.046 0.078
H -3.031 -0.833 1.330 0.003 -0.115 -0.022 0.135
H -3.903 -2.355 1.006 0.133 0.106 0.079 0.142
H -3.817 0.019 -0.924 0.005 -0.048 -0.020 0.102
H -4.750 -1.475 -1.120 0.064 0.004 -0.036 0.125
H -4.417 1.651 0.828 0.076 0.048 -0.046 0.078
H -6.221 2.617 2.191 -0.003 0.093 0.041 0.106
H -8.307 1.352 2.556 -0.082 0.038 0.052 0.107
H -8.578 -0.885 1.550 -0.093 -0.048 0.016 0.108
H -6.774 -1.851 0.188 -0.027 -0.124 -0.071 0.117
H 1.639 1.595 0.422 -0.069 -0.071 -0.045 0.150
H 1.173 1.563 -1.298 -0.047 -0.135 0.107 0.133
H 3.641 1.713 -1.019 -0.110 -0.023 -0.069 0.141
H 3.164 0.208 -1.848 0.050 0.061 -0.009 0.141
H 5.089 -0.489 2.387 -0.084 0.008 0.119 0.115
H 7.526 -0.375 2.727 0.043 -0.028 0.144 0.123
```
Forces are in eV/Å.



Record 3
Here is a single C16H23ClN2O4S molecule at a distorted geometry from the Open Molecules 2025 dataset. Energies are from ωB97M-V/def2-TZVPD.

Summary:
LUMO: 0.4 eV
Energy above the lowest of the compared OMol25 structures with the same formula, charge and spin: 31.8 kJ/mol
E: -51493.0965 eV
SMILES string: CCN(CC)S(=O)(=O)c1ccc(Cl)c(C(=O)NC[C@H]2CCCO2)c1
HOMO: -0.34495 hartree
Gap between HOMO and LUMO: 9.783 eV

```
47
Properties=species:S:1:pos:R:3:forces:R:3:lowdin_charge:R:1
C 3.718 1.248 5.289 -0.266 0.063 -0.069 -0.072
C 2.230 1.387 4.978 0.209 -0.210 0.585 -0.268
N 1.896 1.155 3.585 -0.061 -1.032 -0.257 -0.259
C 2.480 2.066 2.616 0.071 0.213 -0.612 -0.265
C 1.622 2.145 1.361 0.208 0.182 0.101 -0.073
S 1.939 -0.455 3.105 -0.557 0.150 -0.076 0.675
O 1.876 -1.280 4.276 -0.122 0.165 0.228 -0.272
O 2.991 -0.686 2.157 -0.110 0.191 -0.172 -0.273
C 0.358 -0.616 2.266 0.466 -0.024 0.091 -0.266
C -0.779 -0.164 2.908 -0.169 -0.045 -0.020 -0.046
C -2.010 -0.312 2.296 0.114 0.013 0.054 -0.080
C -2.088 -0.899 1.039 0.370 -0.015 -0.002 -0.585
Cl -3.652 -1.091 0.333 -0.392 0.025 0.086 0.742
C -0.945 -1.354 0.384 -0.032 -0.041 0.246 -0.128
C -0.952 -2.038 -0.957 -0.270 0.273 0.041 -0.472
O -0.341 -3.068 -1.147 0.288 -0.250 0.071 0.084
N -1.673 -1.409 -1.906 0.043 0.262 -0.308 0.054
C -1.696 -1.848 -3.279 0.208 0.214 -0.251 -0.110
C -1.126 -0.748 -4.190 0.162 -0.601 0.100 -0.314
C -1.270 -1.095 -5.676 -0.039 0.183 0.181 -0.126
C -2.602 -0.439 -6.035 0.033 0.115 0.188 -0.156
C -2.578 0.804 -5.149 -0.193 0.205 -0.345 -0.193
O -1.857 0.456 -3.978 0.011 -0.044 0.239 -0.111
C 0.281 -1.220 1.029 0.084 -0.033 -0.004 0.012
H 3.884 1.363 6.357 0.079 0.017 0.095 0.077
H 4.054 0.260 4.984 0.129 -0.071 0.042 0.074
H 4.301 1.999 4.762 0.108 0.057 -0.018 0.070
H 1.869 2.386 5.245 -0.051 -0.112 -0.073 0.122
H 1.673 0.643 5.548 0.015 0.228 0.154 0.105
H 2.539 3.051 3.087 0.004 -0.113 0.056 0.125
H 3.490 1.741 2.341 -0.019 0.206 0.089 0.115
H 1.672 1.209 0.814 -0.027 0.015 -0.164 0.059
H 0.586 2.349 1.620 -0.102 0.036 -0.013 0.082
H 1.989 2.943 0.719 0.015 0.029 -0.118 0.079
H -0.690 0.292 3.880 -0.095 0.102 0.126 0.120
H -2.913 0.020 2.784 -0.065 0.013 0.028 0.108
H -2.075 -0.499 -1.738 0.063 -0.096 0.154 0.118
H -2.729 -2.068 -3.571 0.054 -0.060 -0.084 0.135
H -1.094 -2.756 -3.345 -0.095 0.072 -0.047 0.130
H -0.083 -0.564 -3.903 -0.118 -0.042 -0.036 0.154
H -0.460 -0.641 -6.248 0.030 -0.044 -0.015 0.118
H -1.262 -2.169 -5.844 0.055 -0.067 -0.041 0.118
H -3.434 -1.088 -5.760 -0.041 -0.001 -0.029 0.109
H -2.684 -0.191 -7.090 -0.052 -0.014 -0.047 0.111
H -2.060 1.632 -5.654 -0.089 -0.060 0.034 0.121
H -3.573 1.143 -4.851 0.075 0.005 -0.065 0.121
H 1.179 -1.591 0.558 0.068 -0.058 -0.124 0.133
```
Forces are in eV/Å.



Record 4
Here is C58H50AsClINO3P2ReS as an isolated structure at a distorted geometry from the Open Molecules 2025 dataset. Energies are from ωB97M-V/def2-TZVPD.

Summary:
LUMO (alpha / beta): -0.1 / -0.9 eV
E: -181593.2588 eV
Spin multiplicity: 4
HOMO (alpha / beta): -0.25545 / -0.24226 hartree
Gap between HOMO and LUMO (alpha / beta): 6.887 / 5.705 eV

```
119
Properties=species:S:1:pos:R:3:forces:R:3:lowdin_spin:R:1
Re -0.299 -0.060 -0.285 -0.362 0.044 0.700 1.687
C 2.040 3.522 -6.656 -0.004 -0.005 0.013 0.000
C 1.997 3.402 -5.128 -0.035 0.058 0.045 0.000
C 2.754 4.591 -4.504 -0.001 -0.004 0.050 0.000
C 2.655 2.102 -4.679 -0.020 0.039 -0.135 0.000
C 3.761 1.554 -5.315 -0.010 -0.002 -0.048 0.005
C 4.328 0.365 -4.878 0.078 -0.070 0.007 -0.001
C 3.813 -0.286 -3.770 0.069 0.066 -0.053 0.005
C 2.733 0.253 -3.082 -0.067 -0.025 0.208 0.015
P 2.149 -0.442 -1.469 -0.488 -0.157 -0.252 0.030
C 2.218 -2.239 -1.824 0.009 0.000 -0.128 0.003
C 1.780 -2.711 -3.062 0.079 0.000 0.056 0.000
C 1.703 -4.074 -3.313 -0.035 0.028 -0.002 0.000
C 2.057 -4.984 -2.326 0.018 0.029 0.025 0.000
C 2.480 -4.524 -1.086 0.004 0.014 -0.036 0.000
C 2.549 -3.160 -0.834 -0.044 -0.037 -0.035 0.000
C 3.686 -0.131 -0.553 0.592 -0.099 0.243 0.257
C 4.793 -0.945 -0.694 -0.378 0.132 -0.118 0.001
C 6.052 -0.575 -0.213 0.092 0.266 0.093 0.293
C 6.250 0.751 0.266 0.187 0.048 0.024 0.010
C 5.200 1.582 0.462 -0.239 -0.094 0.104 0.206
C 3.792 1.053 0.398 0.315 -0.056 -0.148 0.059
C 2.179 1.431 -3.560 -0.342 0.054 0.197 0.006
O 1.109 1.903 -2.844 0.534 0.044 -0.086 0.001
C 0.202 2.676 -3.499 -0.173 -0.059 -0.072 0.000
C -1.084 2.647 -2.986 -0.224 -0.097 0.080 -0.007
C -2.056 3.435 -3.600 0.149 0.052 -0.068 -0.001
C -1.735 4.203 -4.703 -0.043 0.029 -0.018 0.000
C -0.441 4.185 -5.210 -0.065 0.037 -0.049 0.000
C 0.556 3.419 -4.624 0.073 0.018 -0.064 0.000
P -1.596 1.566 -1.569 0.334 -0.148 -0.043 0.019
C -2.954 0.644 -2.397 0.015 0.067 -0.079 0.007
C -4.050 0.150 -1.692 0.024 -0.105 -0.039 0.001
C -5.023 -0.602 -2.336 0.018 -0.007 0.015 0.001
C -4.905 -0.888 -3.687 0.041 0.009 -0.043 -0.001
C -3.798 -0.429 -4.391 -0.043 -0.035 0.009 0.001
C -2.831 0.328 -3.751 -0.062 0.049 0.057 0.000
C -2.415 2.914 -0.642 -0.096 0.053 -0.110 0.008
C -1.559 3.908 -0.180 -0.006 0.030 -0.097 0.002
C -2.055 5.046 0.428 -0.018 0.047 0.005 0.001
C -3.427 5.207 0.572 0.008 0.010 0.007 0.000
C -4.291 4.233 0.095 -0.009 -0.001 0.029 0.001
C -3.790 3.089 -0.517 0.079 0.029 0.068 0.000
H 3.071 3.566 -7.010 -0.039 0.011 -0.002 0.000
H 1.553 4.438 -6.990 0.052 -0.040 0.015 0.000
H 1.545 2.670 -7.128 0.021 0.058 0.010 0.000
H 3.803 4.574 -4.813 -0.045 0.009 0.015 0.000
H 2.716 4.548 -3.412 0.003 0.000 -0.058 0.000
H 2.306 5.535 -4.826 0.023 -0.062 0.030 0.000
H 4.200 2.059 -6.168 -0.062 -0.053 0.025 0.000
H 5.183 -0.048 -5.399 -0.032 -0.001 0.005 0.000
H 4.254 -1.216 -3.435 0.026 0.018 0.008 0.000
H 1.492 -2.005 -3.832 -0.009 -0.053 0.014 0.000
H 1.352 -4.425 -4.277 0.041 0.040 0.064 0.000
H 2.002 -6.048 -2.522 0.001 0.029 0.006 0.000
H 2.756 -5.228 -0.310 0.005 0.032 -0.025 0.000
H 2.873 -2.814 0.142 0.001 -0.030 0.009 0.000
H 4.715 -1.872 -1.251 -0.018 0.060 0.055 -0.004
H 6.893 -1.247 -0.337 -0.050 0.070 0.033 0.018
H 7.262 1.107 0.434 -0.084 -0.029 -0.050 -0.005
H 5.341 2.617 0.762 0.009 -0.128 0.004 0.011
H 3.093 1.852 0.139 -0.038 -0.051 -0.026 0.008
H -3.069 3.433 -3.215 0.025 0.011 -0.003 0.000
H -2.494 4.811 -5.181 0.056 -0.027 0.034 0.000
H -0.216 4.793 -6.078 -0.001 -0.038 0.041 0.000
H -4.134 0.320 -0.628 -0.041 -0.038 -0.080 0.000
H -5.870 -0.978 -1.773 0.046 0.029 -0.017 0.000
H -5.662 -1.480 -4.188 0.021 0.021 0.014 0.000
H -3.682 -0.669 -5.442 -0.009 0.010 0.043 0.000
H -1.963 0.657 -4.308 -0.036 0.031 -0.005 0.000
H -0.491 3.787 -0.316 0.017 0.063 0.074 0.001
H -1.368 5.801 0.791 -0.018 -0.038 -0.005 0.000
H -3.824 6.094 1.051 0.020 -0.021 -0.020 0.000
H -5.362 4.363 0.190 0.038 -0.012 -0.001 0.000
H -4.479 2.352 -0.903 0.007 0.082 0.001 0.000
I 1.860 4.131 1.507 0.305 0.405 -0.208 0.044
O -0.908 2.459 2.016 0.496 -0.138 0.020 0.007
S 0.470 2.056 2.272 -0.234 -0.971 0.083 0.024
N 0.874 0.854 1.265 0.225 -0.098 0.584 0.026
Cl -1.048 -1.645 -1.752 -0.194 -0.599 -0.449 0.163
C -2.099 -0.041 0.897 0.169 0.021 -0.302 0.001
H -2.784 0.794 0.752 -0.016 -0.005 0.120 0.000
H -1.831 -0.010 1.947 0.047 -0.041 0.292 0.002
H -2.628 -0.981 0.709 0.003 -0.004 -0.010 0.010
O 0.008 -1.950 1.082 0.140 0.466 -0.107 0.003
As 0.285 -1.989 2.729 -0.155 -0.218 0.059 0.001
C -1.188 -1.716 3.941 -0.020 0.009 -0.070 0.000
C -2.149 -2.720 4.040 0.053 0.083 -0.008 0.000
C -3.213 -2.570 4.915 0.007 0.004 -0.014 0.000
C -3.315 -1.422 5.691 0.019 0.060 0.025 0.000
C -2.364 -0.416 5.582 -0.028 -0.049 0.002 0.000
C -1.297 -0.561 4.706 -0.054 -0.001 -0.063 0.000
C 1.650 -0.704 3.072 -0.353 0.428 -0.201 0.001
C 2.127 -0.210 4.220 0.135 -0.095 -0.076 0.004
C 3.064 0.915 4.194 -0.020 0.092 -0.072 0.003
C 3.631 1.307 3.043 0.114 0.054 0.074 0.007
C 3.401 0.495 1.805 -0.146 0.169 -0.083 0.048
C 1.986 -0.058 1.752 -0.072 0.538 0.306 0.010
C 0.819 -3.793 3.100 -0.106 -0.036 -0.021 0.000
C 0.951 -4.256 4.405 0.092 0.052 -0.038 0.000
C 1.212 -5.598 4.631 0.008 -0.020 0.012 0.000
C 1.334 -6.471 3.555 -0.006 0.003 -0.037 0.000
C 1.209 -6.003 2.254 0.022 -0.035 0.074 0.000
C 0.943 -4.659 2.021 0.019 -0.019 0.006 0.000
H -2.065 -3.609 3.429 -0.015 -0.068 -0.005 0.000
H -3.963 -3.347 4.989 0.023 0.020 0.007 0.000
H -4.142 -1.309 6.383 0.031 0.000 -0.061 0.000
H -2.458 0.489 6.169 0.009 -0.033 -0.002 0.000
H -0.569 0.234 4.608 0.034 0.031 -0.009 0.000
H 1.826 -0.617 5.181 -0.002 0.018 -0.026 0.000
H 3.282 1.424 5.126 0.003 -0.023 -0.066 0.000
H 4.350 2.118 3.026 -0.130 0.020 0.016 0.001
H 4.054 -0.381 1.940 -0.061 -0.136 -0.029 0.000
H 2.012 -0.853 1.026 -0.124 -0.142 -0.278 0.003
H 0.848 -3.572 5.241 -0.057 -0.033 0.024 0.000
H 1.306 -5.968 5.644 0.013 0.013 -0.017 0.000
H 1.516 -7.523 3.737 0.023 0.042 -0.012 0.000
H 1.305 -6.687 1.420 -0.025 0.028 0.019 0.000
H 0.815 -4.277 1.016 -0.054 0.000 0.013 0.000
```
Forces are in eV/Å.



E of number 3 (C16H23ClN2O4S)? -51493.0965 eV



Look up the E of the fourth one. -181593.2588 eV